# 1
A single C8H14O molecule, computed with ωB97M-V/def2-TZVPD.

Output
2S+1: 1
LUMO: 0.81 eV
structure (SMILES): CC1([C@]2(C)C[C@@H]2O)CC1
HOMO energy: -9.2 eV
HOMO-LUMO gap: 9.97 eV

Element x y z (Å)
C 1.237 -1.430 0.054
C 0.106 -0.574 -0.464
H -0.528 -2.729 -0.448
C -0.427 0.649 0.240
C -0.031 0.982 1.672
H 1.781 -1.943 -0.769
H -2.578 0.256 -0.054
O 1.974 -1.193 1.179
H -1.850 1.560 -1.120
C 0.027 -0.546 -1.997
H 1.634 1.648 0.415
H -0.776 1.595 2.238
H 0.593 0.371 2.297
H -0.559 -1.985 1.281
H 2.801 -0.716 0.948
H 0.291 2.798 0.458
H -0.972 -0.779 -2.263
C -0.166 -1.911 0.209
C 0.566 1.752 0.559
H -2.212 1.830 0.596
H 0.258 0.510 -2.341
C -1.837 1.037 -0.127
H 0.669 -1.185 -2.564


# 2
A single C4H5NO molecule, computed with ωB97M-V/def2-TZVPD.

Output
2S+1: 1
LUMO: 0.86 eV
structure (SMILES): N#CC[C@H]1CO1
HOMO energy: -10.9 eV
HOMO-LUMO gap: 11.77 eV

Element x y z (Å)
H -0.810 -1.381 -0.703
C 0.145 0.549 -0.281
C -1.383 -0.580 1.176
O 0.930 0.559 -1.449
H 1.922 -0.820 -0.123
C 1.566 0.207 -0.222
H -0.141 1.513 0.144
H -1.862 0.041 -0.777
C -1.024 -0.415 -0.235
N -1.584 -0.649 2.311
H 2.241 0.975 0.158


# 3
A molecular structure, C18H31GeO5Pt, computed with ωB97M-V/def2-TZVPD.

Output
2S+1: 1
LUMO: -4.01 eV
HOMO energy: -11.2 eV
net charge: +1
HOMO-LUMO gap: 7.23 eV

Element x y z (Å)
H -4.329 -1.657 -0.536
H 4.040 -1.860 -0.119
H 0.995 2.185 -3.254
H -3.394 0.553 -1.194
H -4.138 -0.362 -2.512
Ge 0.352 2.120 -0.851
H 0.170 3.220 2.769
H -0.166 -4.275 1.038
H -2.796 -0.709 -4.415
C 3.382 0.679 1.516
C 2.266 0.237 0.717
O -2.397 -1.456 0.122
H 4.235 1.997 2.881
C 0.259 -3.719 1.879
H -3.542 -2.733 1.266
H -2.163 -3.477 0.425
C 2.266 -0.721 -0.406
C -3.283 -0.330 -1.827
H 1.937 3.909 -1.469
O -1.012 0.879 1.855
C 0.406 1.468 -2.679
H -2.145 2.344 -0.527
C 0.336 1.038 2.273
H 4.210 -0.500 -1.221
H -1.306 3.414 0.601
H -3.106 -2.466 -1.540
O -2.076 -0.199 -2.537
C 3.538 -1.306 -0.916
H -0.620 1.446 -3.038
C 0.870 2.409 2.588
H -1.898 -1.392 2.633
H -2.101 -2.062 -3.488
C -2.010 -0.995 -3.709
Pt -0.483 -0.202 0.252
H 0.083 -4.279 2.800
H 0.837 0.477 -2.795
C 3.310 1.719 2.390
C 2.193 2.622 2.670
C -3.326 -1.563 -0.962
H -1.953 -3.133 2.988
C -1.305 3.023 -0.414
O -0.282 -2.411 1.981
H 3.347 -1.973 -1.751
H -1.038 -0.813 -4.160
C 1.884 3.278 -0.578
H 2.815 2.721 -0.488
C -2.493 -2.600 0.989
C -1.675 -2.386 2.239
O 1.175 -1.078 -0.906
H 4.347 0.206 1.372
H 1.330 -3.610 1.722
H 2.501 3.605 3.013
H -1.411 3.853 -1.119
H 1.760 3.907 0.300
C 1.007 0.608 1.032
H 0.599 0.351 3.097


# 4
A single C4H7NO molecule, computed with ωB97M-V/def2-TZVPD.

Output
2S+1: 1
LUMO: 0.95 eV
structure (SMILES): C[C@H]1CN1C=O
HOMO energy: -10.0 eV
HOMO-LUMO gap: 10.92 eV

Element x y z (Å)
H 2.184 -0.225 -0.230
C 1.689 0.568 0.339
H -0.395 1.230 0.680
C 0.198 0.499 0.124
O -2.242 -2.101 0.449
H 0.271 -0.281 -1.972
C -1.631 -1.079 0.599
N -0.369 -0.837 0.017
C -0.375 0.039 -1.159
H -1.330 0.462 -1.468
H 1.943 0.435 1.396
H -2.025 -0.245 1.218
H 2.083 1.535 0.008


# 5
A molecular structure, C22H26FeNO4S, computed with ωB97M-V/def2-TZVPD.

Output
2S+1: 5
⟨S²⟩: 6.12
LUMO (spin up / spin down): 2.09 / 0.67 eV
HOMO energy (spin up / spin down): -1.3 / -3.5 eV
net charge: -1
HOMO-LUMO gap (spin up / spin down): 3.39 / 4.14 eV

Element x y z (Å)
C 2.513 -2.039 -1.425
S -3.522 -0.075 -0.350
C -1.959 2.622 1.472
O -1.311 -0.013 -2.260
H 4.016 -5.762 0.047
H -1.779 -1.409 0.715
H -0.707 1.013 0.645
Fe 0.961 3.332 1.432
C -1.064 -0.711 -1.252
H 4.704 -4.982 -2.819
O 2.900 5.086 2.740
H 3.918 -4.076 0.636
C -1.817 4.089 1.973
C -1.977 -0.766 -0.143
H -4.830 -1.732 0.863
H 0.258 2.209 -1.153
C 3.639 -5.094 -2.570
H -2.929 2.531 0.938
H -5.404 -0.041 1.054
C -0.824 2.110 0.663
C 1.457 -1.141 -1.384
C 2.197 4.436 2.077
H -3.729 -0.902 -2.607
H 3.437 -6.167 -2.431
C -4.355 -0.959 -1.713
C 0.959 2.861 3.126
H -0.129 5.249 2.760
N 3.343 -4.347 -1.363
C -4.525 -0.694 1.030
H 1.634 -0.072 -1.494
H -1.094 -3.300 -0.756
H 0.771 -4.946 -0.916
H -2.047 1.968 2.352
C 2.225 2.028 1.119
C -0.418 4.627 1.907
H 0.110 4.628 -1.481
C 0.097 5.044 0.624
H 0.510 6.054 0.528
C 4.166 -4.705 -0.226
C -0.078 -2.965 -0.967
C 0.963 -3.880 -1.043
H -4.579 -1.996 -1.439
C 0.150 -1.601 -1.164
H -3.957 -0.580 1.956
O 1.093 2.624 4.258
H -5.287 -0.404 -1.873
H 3.537 -1.697 -1.595
C 2.284 -3.432 -1.278
H -2.490 4.729 1.384
O 3.146 1.323 1.113
C -0.151 2.822 -0.337
H 5.227 -4.572 -0.481
C -0.065 4.229 -0.485
H 3.032 -4.718 -3.401
H -2.216 4.166 2.994


Quick rundown of M, same order as above: 126.20; 83.09; 595.13; 85.11; 456.36 g mol⁻¹
Quick rundown of F_max, same order as above: 2.5; 1.0; 1.1; 0.5; 3.4 eV Å⁻¹